(1)
The following is a DFT calculation (ωB97M-V with the def2-TZVPD basis set) of a gas-phase ion, C5H8NO2 (charge -1) in a non-equilibrium geometry.

XYZ file:
```
16
Properties=species:S:1:pos:R:3:mulliken_charge:R:1
O 0.11936 1.66740 -2.25498 -0.70
O 1.18245 2.04486 -0.32772 -0.75
N 1.29606 -0.54762 0.16386 -0.49
C -0.91180 -0.07322 0.99872 -0.48
C 0.49831 -0.05667 -0.98972 0.21
C -1.05441 -0.08606 -0.55838 -0.94
C 0.59862 1.38237 -1.19304 0.35
C 0.33590 -1.01675 1.23272 -0.70
H 2.08344 -0.01117 0.47826 0.33
H -1.78994 -0.27433 1.60971 0.42
H -0.44897 0.82539 1.55975 0.22
H 0.81319 -1.12775 2.18567 0.42
H 0.01265 -2.00450 0.84855 0.21
H -1.77013 -0.83667 -0.98883 0.31
H -1.66510 0.78418 -0.86462 0.31
H 0.70039 -0.66945 -1.89996 0.28
```

Output
LUMO = 4.08 eV
Highest occupied orbital energy = -3.6398 eV
SMILES = O=C([O-])[C@@H]1CCCN1
ΔE to the lowest compared entry with this formula, charge and spin = 1.5161 eV
Gap between HOMO and LUMO = 7.7 eV
Net charge = -1

***

(2)
The following is a DFT calculation (ωB97M-V with the def2-TZVPD basis set) of a molecular structure, C5H8NO2P in a non-equilibrium geometry.

XYZ file:
```
17
Properties=species:S:1:pos:R:3:mulliken_charge:R:1
P 0.21263 0.56347 1.08343 0.01
O -2.61430 -1.27854 -2.76029 -0.59
O -3.15416 -1.73697 -0.71326 -0.56
N -2.48353 -1.20245 -1.54394 0.99
C 1.23113 -1.09134 0.85453 -1.14
C 0.09089 1.40179 -0.63145 -0.69
C -0.79716 0.69606 -1.53903 -0.21
C -1.41540 -0.04316 0.86375 -0.64
C -1.45198 -0.32551 -1.03268 -0.20
H -0.35519 2.40977 -0.29859 0.29
H 2.20229 -1.04538 0.63776 0.43
H -0.69897 0.71077 -2.64655 0.35
H 1.03459 -1.71591 1.69165 0.36
H 0.68558 -1.61059 0.05650 0.30
H -1.47413 -1.03697 1.36450 0.35
H 1.06758 1.58298 -1.06284 0.46
H -2.22075 0.67685 0.82789 0.48
```

Output
LUMO = -0.38 eV
Highest occupied orbital energy = -8.9375 eV
ΔE to the lowest compared entry with this formula, charge and spin = 5.5112 eV
Gap between HOMO and LUMO = 8.6 eV
Net charge = 0

***

(3)
The following is a DFT calculation (ωB97M-V with the def2-TZVPD basis set) of C5H8NO3P in the gas phase in a non-equilibrium geometry.

XYZ file:
```
18
Properties=species:S:1:pos:R:3:mulliken_charge:R:1
P -0.27044 0.94008 -0.62064 0.74
O -0.62433 2.21227 0.23526 -0.57
O -1.62859 -0.79727 0.88953 -0.31
O 0.78250 1.09370 -1.73422 -0.58
N 2.21883 2.05296 0.17039 -0.44
C 1.52588 0.94939 -0.13972 -0.23
C -1.05847 -2.85404 0.40864 -0.65
C -0.12974 -1.95994 -0.21651 -0.22
C -0.53418 -0.65116 0.09411 0.17
C -1.81829 -2.06084 1.22636 -0.36
H -2.59780 -2.31105 1.79281 0.51
H -1.00784 -3.89637 0.59004 0.37
H 1.66876 2.93076 0.38762 0.26
H 0.77280 -2.29150 -0.59787 0.43
H 3.07618 2.43078 -0.28389 0.25
H 2.24355 0.11031 -0.46111 0.19
H -1.05449 2.93066 -0.35116 0.40
H -1.56431 1.17126 -1.38965 0.04
```

Output
LUMO = 0.75 eV
Highest occupied orbital energy = -8.3836 eV
SMILES = N[C@@H]1O[PH]1(O)c1ccco1
ΔE to the lowest compared entry with this formula, charge and spin = 4.2730 eV
Gap between HOMO and LUMO = 9.1 eV
Net charge = 0

***

(4)
The following is a DFT calculation (ωB97M-V with the def2-TZVPD basis set) of a gas-phase ion, C5H8NO3S (charge -1) in a non-equilibrium geometry.

XYZ file:
```
18
Properties=species:S:1:pos:R:3:mulliken_charge:R:1
S 0.92488 0.57353 2.87224 0.27
O -1.01938 0.99995 1.14384 -0.18
O -1.61433 2.57946 -0.50889 -0.68
O 1.79931 1.56727 3.59094 -0.60
N -0.96269 0.43432 -0.94140 0.13
C 0.25375 -1.36461 -2.11557 -1.43
C -1.24611 1.47467 -0.10601 0.24
C 0.22245 -1.28525 0.48723 -0.99
C -0.53915 -0.98581 -0.80721 -0.30
C 0.13431 1.48357 1.75181 -0.05
H 1.18582 -1.88644 -1.98159 0.39
H -0.24742 -1.06089 1.47747 0.22
H 0.60188 -2.30979 0.63486 0.42
H 0.54413 -0.51774 -2.71489 0.39
H -1.28520 0.58232 -1.89174 0.24
H 1.09169 -0.71894 0.39870 0.31
H 0.43540 2.47201 1.38083 0.33
H -0.27934 -2.03761 -2.67062 0.30
```

Output
LUMO (alpha / beta) = 2.96 / 2.96 eV
Highest occupied orbital energy (alpha / beta) = -1.2822 / -1.2820 eV
ΔE to the lowest compared entry with this formula, charge and spin = 3.9081 eV
Gap between HOMO and LUMO (alpha / beta) = 4.2 / 4.2 eV
Net charge = -1

***

(5)
The following is a DFT calculation (ωB97M-V with the def2-TZVPD basis set) of a gas-phase ion, C5H8NO3S2 (charge -1) in a non-equilibrium geometry.

XYZ file:
```
19
Properties=species:S:1:pos:R:3:mulliken_charge:R:1
S 0.34665 -3.06657 0.53651 0.78
S 2.70641 0.64545 -0.01336 -0.58
O -1.76228 1.17713 1.10987 -0.68
O 0.85932 -3.91030 1.58919 -0.54
O -0.98889 -3.52613 0.07753 -0.55
N 0.39514 1.53595 1.78078 -0.22
C 1.09496 0.28135 -0.86951 -0.92
C -0.55651 0.90903 1.01402 0.09
C 0.49151 -1.26544 0.93674 -0.46
C -0.05682 -0.22623 0.00754 1.45
C -1.25095 -0.53157 -0.88651 -1.45
H 1.38709 -0.60915 -1.44571 0.30
H -2.17635 -0.24721 -0.44315 0.38
H 1.42606 1.38563 1.55109 0.09
H 1.60599 -1.20555 0.92635 0.15
H 0.74562 1.11126 -1.58705 0.27
H -1.09580 0.20756 -1.66997 0.38
H -1.39483 -1.59760 -1.34133 0.26
H 0.03893 2.17494 2.46842 0.25
```

Output
LUMO (alpha / beta) = 1.45 / 1.52 eV
Highest occupied orbital energy (alpha / beta) = -3.8544 / -3.8468 eV
SMILES = C[C@@](C=S(=O)=O)(C[S-])C(N)=O
ΔE to the lowest compared entry with this formula, charge and spin = 3.2821 eV
Gap between HOMO and LUMO (alpha / beta) = 5.3 / 5.4 eV
Net charge = -1

***

(6)
The following is a DFT calculation (ωB97M-V with the def2-TZVPD basis set) of C5H8NOP in the gas phase in a non-equilibrium geometry.

XYZ file:
```
16
Properties=species:S:1:pos:R:3:mulliken_charge:R:1
P 3.37180 0.90654 0.02539 -0.16
O -2.41885 -0.71343 0.61679 -0.58
N -0.38822 0.16338 -0.13509 -0.15
C 0.32646 -1.03437 0.06241 -0.32
C 1.57860 -1.30015 -0.57573 -0.65
C -1.76134 0.19068 0.11789 0.57
C 2.63195 -0.46273 0.51123 -0.24
C -2.32668 1.55073 -0.09779 -0.90
H 2.78732 -1.05041 1.39772 0.35
H 1.73009 -0.92034 -1.52105 0.47
H -2.86943 1.80299 0.88969 0.25
H -3.25292 1.52515 -0.79684 0.24
H -0.17070 0.80851 -0.88056 0.31
H 0.35428 -1.50019 1.10971 0.20
H -1.56659 2.34211 -0.17514 0.34
H 1.97422 -2.30849 -0.54861 0.26
```

Output
LUMO (alpha / beta) = -0.23 / -0.90 eV
Highest occupied orbital energy (alpha / beta) = -8.0048 / -7.3302 eV
ΔE to the lowest compared entry with this formula, charge and spin = 2.9548 eV
Gap between HOMO and LUMO (alpha / beta) = 7.8 / 6.4 eV
Net charge = 0

***

Question: Which value of net charge does entry 2 give?
Answer: 0

***

Question: What is the formula in the sixth record?
Answer: C5H8NOP

***

Copy entry 2 word for word.
The following is a DFT calculation (ωB97M-V with the def2-TZVPD basis set) of a molecular structure, C5H8NO2P in a non-equilibrium geometry.

XYZ file:
```
17
Properties=species:S:1:pos:R:3:mulliken_charge:R:1
P 0.21263 0.56347 1.08343 0.01
O -2.61430 -1.27854 -2.76029 -0.59
O -3.15416 -1.73697 -0.71326 -0.56
N -2.48353 -1.20245 -1.54394 0.99
C 1.23113 -1.09134 0.85453 -1.14
C 0.09089 1.40179 -0.63145 -0.69
C -0.79716 0.69606 -1.53903 -0.21
C -1.41540 -0.04316 0.86375 -0.64
C -1.45198 -0.32551 -1.03268 -0.20
H -0.35519 2.40977 -0.29859 0.29
H 2.20229 -1.04538 0.63776 0.43
H -0.69897 0.71077 -2.64655 0.35
H 1.03459 -1.71591 1.69165 0.36
H 0.68558 -1.61059 0.05650 0.30
H -1.47413 -1.03697 1.36450 0.35
H 1.06758 1.58298 -1.06284 0.46
H -2.22075 0.67685 0.82789 0.48
```

Output
LUMO = -0.38 eV
Highest occupied orbital energy = -8.9375 eV
ΔE to the lowest compared entry with this formula, charge and spin = 5.5112 eV
Gap between HOMO and LUMO = 8.6 eV
Net charge = 0